1.
{
  "formula": "C12H41O12",
  "method": "ωB97M-V with the def2-TZVPD basis set",
  "symbols": ["C", "O", "O", "O", "H", "C", "O", "H", "H", "H", "H", "C", "O", "H", "H", "H", "H", "C", "O", "H", "H", "H", "H", "C", "O", "H", "H", "H", "H", "C", "O", "H", "H", "H", "H", "C", "O", "H", "H", "H", "H", "C", "O", "H", "H", "H", "H", "C", "O", "H", "H", "H", "H", "C", "C", "C", "O", "H", "H", "H", "H", "H", "H", "H", "H"],
  "positions_angstrom": [[-0.6178, 0.1861, -0.6664], [-1.3135, 1.0889, -0.1066], [0.1309, -0.5517, 0.2086], [-0.5984, 0.0494, -1.8882], [-0.1270, -0.4665, 1.1250], [-3.3961, 3.6674, 0.7675], [-2.5291, 3.4427, -0.2636], [-4.5365, 3.1529, 0.5792], [-3.7129, 4.6679, 0.8075], [-2.7475, 3.3584, 1.5577], [-2.0878, 2.5376, -0.1000], [0.4716, -1.8923, 3.4026], [1.3724, -2.9222, 3.1226], [0.2562, -1.7329, 4.4764], [-0.4432, -2.4311, 3.1308], [0.8362, -1.0485, 3.1618], [1.7038, -2.9580, 2.1849], [1.6911, -1.8599, -3.4177], [1.9464, -0.9619, -2.2275], [2.5063, -1.8197, -4.1796], [0.6557, -1.7134, -3.9370], [1.7095, -2.7916, -2.8675], [1.1725, -0.6970, -2.1206], [1.5161, 3.2210, 0.3005], [0.6625, 3.1988, -0.8335], [2.5537, 3.7517, -0.0467], [1.5173, 2.0815, 0.7666], [1.4196, 4.1200, 0.8843], [-0.0117, 2.5575, -0.5927], [-4.1949, -0.7066, 1.0242], [-3.9749, 0.4165, 0.1264], [-5.1429, -1.3506, 1.0210], [-4.0859, -0.2945, 2.0595], [-3.3916, -1.5940, 0.9911], [-2.9314, 0.5085, -0.0349], [-0.5539, 1.5987, 3.1694], [-1.5822, 0.6526, 2.7460], [-0.5652, 2.0772, 4.0620], [-0.6711, 2.6583, 2.6800], [0.3495, 1.3619, 3.2941], [-2.0014, 1.0289, 2.0029], [-1.0388, 2.2530, -4.3712], [-2.0255, 1.1907, -4.1883], [-1.7616, 2.9633, -5.0034], [-0.0353, 1.8587, -4.8702], [-0.7467, 2.5317, -3.2798], [-1.8092, 0.6531, -3.3642], [-2.4586, -2.5689, -1.6851], [-1.7236, -2.2212, -2.9032], [-2.1395, -2.0195, -0.7598], [-2.2375, -3.7408, -1.6470], [-3.5298, -2.4858, -2.0163], [-1.2227, -1.3929, -2.6313], [3.8105, -0.4931, 1.2568], [4.0423, -1.7412, 0.3980], [4.9656, -2.8634, 1.1230], [2.8860, -2.4349, 0.2464], [4.8685, -0.0863, 1.4065], [3.3260, -0.6602, 2.2559], [3.2263, 0.3350, 0.6198], [4.6316, -1.4588, -0.5575], [4.7835, -3.8017, 0.5686], [4.5654, -3.0239, 2.0014], [6.0405, -2.5708, 1.2425], [2.3282, -1.8140, -0.2113]],
  "forces_ev_per_a": [[-1.0, 1.7, 1.2], [-0.1, -0.2, 0.7], [0.8, -1.1, -1.9], [1.1, -1.2, 0.1], [-0.7, 0.6, 0.4], [-2.8, -2.0, -0.9], [1.3, -1.4, -1.8], [3.1, 0.5, 1.0], [0.3, 1.7, 0.3], [-1.1, -0.2, 2.1], [-1.0, 1.9, -0.9], [-3.2, -7.0, 2.6], [2.5, -1.3, -0.2], [0.9, -0.7, 0.1], [-0.8, 2.0, -0.9], [1.6, 6.4, -3.0], [-0.7, 0.6, 1.2], [-0.3, 0.4, 0.8], [10.3, -4.4, -4.0], [-0.6, 0.3, 0.8], [1.9, 0.1, 1.2], [-0.2, -0.8, -0.9], [-10.9, 4.5, 2.1], [2.5, -0.6, -1.4], [0.5, 0.1, 0.6], [-1.3, -2.7, 0.0], [0.6, 3.4, -0.6], [-1.8, -0.3, 1.6], [-0.6, 0.1, -0.3], [1.7, -1.4, 1.3], [1.8, -1.7, 0.0], [0.7, 1.7, -0.9], [-0.3, -0.5, -0.5], [-1.2, 2.1, -0.3], [-2.9, -0.2, 0.4], [-7.5, 4.1, -3.8], [2.4, 0.1, 2.8], [-2.2, 0.5, 4.2], [0.6, -2.2, -0.6], [7.5, -3.3, -1.0], [-0.6, 0.7, -1.6], [-0.9, -1.0, 0.8], [1.0, -0.9, 0.9], [2.6, -0.8, 1.4], [-2.2, 1.0, 0.5], [-0.4, 0.6, -2.2], [-0.1, 1.2, -1.5], [0.3, -2.7, -2.2], [0.6, 1.5, 1.8], [-0.5, -0.6, -1.0], [-0.6, 2.4, 0.8], [0.7, 0.2, 1.2], [-0.6, -1.2, -0.7], [1.0, 2.0, -1.1], [3.7, -0.8, 1.4], [1.4, 2.1, -4.8], [-1.5, -0.7, -0.7], [-1.4, -0.1, 0.1], [0.4, -0.1, -1.0], [1.1, -1.8, 1.5], [-1.4, -0.3, 1.0], [0.6, 0.5, -0.1], [-2.0, -0.7, 4.9], [-0.9, -0.4, -0.4], [-1.2, 0.2, -0.8]],
  "gap_ev": 9.3,
  "lumo_ev": 2.71,
  "charge": -1
}

=====

2.
{
  "formula": "C20H23FN2O4",
  "method": "ωB97M-V with the def2-TZVPD basis set",
  "symbols": ["O", "O", "O", "F", "O", "C", "C", "C", "C", "C", "C", "C", "C", "C", "C", "C", "C", "C", "C", "C", "N", "N", "C", "C", "C", "C", "C", "H", "H", "H", "H", "H", "H", "H", "H", "H", "H", "H", "H", "H", "H", "H", "H", "H", "H", "H", "H", "H", "H", "H"],
  "positions_angstrom": [[1.3085, 1.4894, -3.5474], [-0.6518, 2.8703, 3.8758], [-3.3439, 0.7410, -0.6158], [3.3733, -0.9179, 1.4636], [1.4901, 2.8559, 4.6032], [0.4980, 1.7275, -2.6680], [0.2967, 2.2716, 4.3517], [-2.3913, 0.7714, -1.3898], [1.8794, -3.9515, -2.3299], [2.4609, -2.6935, -2.1592], [1.0328, -4.4630, -1.3433], [2.2003, -1.9535, -1.0016], [0.7748, -3.7203, -0.1846], [-0.2164, -1.6464, 1.7741], [-0.5244, -0.8567, 2.8867], [1.7688, -0.1335, 2.9996], [2.0849, -0.9099, 1.8805], [1.3605, -2.4560, 0.0104], [1.0832, -1.6685, 1.2345], [0.4644, -0.0829, 3.5038], [-2.5634, 0.8163, -2.7186], [0.1313, 0.7484, -1.8397], [-0.0691, 3.1291, -2.5484], [0.1373, 0.7927, 4.6908], [-3.8661, 0.8807, -3.3773], [-0.6621, 1.6395, 0.3387], [-0.9480, 0.6922, -0.8399], [1.3824, 3.7776, 4.3222], [2.0839, -4.5286, -3.2273], [3.1167, -2.2879, -2.9248], [0.5791, -5.4413, -1.4734], [2.6565, -0.9732, -0.9017], [0.1288, -4.1469, 0.5763], [-1.0133, -2.2164, 1.3062], [-1.5457, -0.8354, 3.2572], [2.5592, 0.4430, 3.4716], [-1.7375, 0.7982, -3.2979], [0.6358, -0.1131, -1.9870], [0.4104, 3.6301, -1.7100], [0.1585, 3.6757, -3.4628], [-1.1453, 3.1105, -2.4024], [0.8030, 0.5459, 5.5217], [-0.8876, 0.6164, 5.0278], [-4.4724, 1.6646, -2.9180], [-3.7422, 1.0983, -4.4389], [-4.3837, -0.0732, -3.2604], [-0.8166, 2.6774, 0.0507], [0.3601, 1.5044, 0.6932], [-1.3475, 1.4155, 1.1575], [-0.8914, -0.3138, -0.4294]],
  "forces_ev_per_a": [[0.5, -0.1, -0.3], [1.3, -0.1, 0.4], [0.6, 0.1, -0.2], [-0.6, -0.1, 0.0], [-0.5, -0.5, -0.1], [0.4, 1.1, -1.1], [-1.8, 0.2, -0.5], [-0.6, 0.0, 0.8], [-0.1, 0.1, 0.2], [-0.3, -0.1, 0.3], [0.2, 0.5, 0.1], [-0.1, -0.3, -0.1], [0.3, 0.0, -0.3], [0.5, 0.6, 0.5], [0.3, -0.1, -0.2], [0.1, -0.2, -0.3], [-1.1, 0.2, 0.6], [0.2, -0.4, -0.6], [0.2, 0.1, 0.1], [0.0, -0.4, -0.5], [0.5, 0.2, -1.0], [-1.1, -1.0, 1.1], [-0.1, -0.3, 0.1], [0.8, 0.1, 0.4], [0.1, -0.1, 0.5], [-0.7, -0.1, -0.1], [0.6, 0.3, 0.0], [0.1, 0.0, 0.0], [0.0, 0.1, 0.1], [-0.1, 0.0, 0.1], [0.0, 0.1, 0.1], [0.0, -0.1, 0.1], [0.1, 0.1, 0.0], [0.2, 0.0, -0.1], [0.1, 0.0, 0.0], [0.0, -0.1, -0.1], [-0.1, -0.1, 0.1], [0.0, 0.0, -0.2], [-0.1, 0.1, 0.1], [0.1, -0.2, 0.1], [-0.1, 0.1, 0.2], [0.0, 0.0, 0.0], [0.2, 0.2, -0.2], [0.0, -0.1, 0.0], [0.1, 0.0, 0.2], [-0.1, 0.1, -0.1], [0.1, 0.1, 0.1], [0.0, -0.1, -0.1], [0.0, 0.1, -0.1], [0.0, -0.2, -0.1]],
  "gap_ev": 9.2,
  "smiles": "O=C(O)Cc1ccc(-c2ccccc2)c(F)c1.CNC(=O)[C@H](C)NC(C)=O",
  "lumo_ev": 0.36
}

=====

3.
{
  "formula": "C4H7NO",
  "method": "ωB97M-V with the def2-TZVPD basis set",
  "symbols": ["O", "C", "C", "C", "C", "N", "H", "H", "H", "H", "H", "H", "H"],
  "positions_angstrom": [[-0.6802, -0.9919, 1.6791], [-0.7534, -0.9454, 0.2633], [-0.5565, 0.5031, -0.1624], [0.9139, 0.9449, -0.0973], [1.6538, 0.4826, -1.2772], [2.1806, 0.1164, -2.2401], [-1.3669, -1.5794, 2.0057], [-1.7190, -1.3158, -0.1051], [0.0263, -1.5878, -0.1733], [-1.1378, 1.1182, 0.5297], [-0.9423, 0.6686, -1.1733], [1.3915, 0.5504, 0.8063], [0.9899, 2.0360, -0.0553]],
  "forces_ev_per_a": [[-0.1, -0.2, 0.2], [0.0, 0.0, -0.4], [-0.1, 0.0, 0.0], [0.0, 0.0, 0.1], [0.4, -0.3, -0.8], [-0.5, 0.3, 1.0], [0.1, 0.0, 0.0], [0.1, 0.1, 0.1], [-0.1, 0.1, 0.0], [0.0, 0.0, -0.1], [0.0, 0.0, 0.1], [-0.1, 0.1, -0.1], [0.0, -0.1, 0.0]],
  "gap_ev": 11.5,
  "smiles": "N#CCCCO",
  "lumo_ev": 0.73
}

=====

4.
{
  "formula": "C6H14NO",
  "method": "ωB97M-V with the def2-TZVPD basis set",
  "symbols": ["C", "O", "C", "C", "C", "C", "C", "N", "H", "H", "H", "H", "H", "H", "H", "H", "H", "H", "H", "H", "H", "H"],
  "positions_angstrom": [[2.4517, -0.6686, 2.3753], [3.5051, 0.0982, 2.4298], [1.8857, -0.9306, 0.8717], [0.5369, -0.3389, 0.5828], [0.1951, -0.4142, -0.9061], [-1.2817, -0.1086, -1.3352], [-1.5973, 1.3924, -1.0629], [-3.0422, 1.6261, -0.9067], [1.4913, -0.2773, 2.8862], [2.5187, -1.7129, 2.8665], [1.8538, -2.0389, 0.7500], [2.6577, -0.6412, 0.1739], [-0.2439, -0.8055, 1.1936], [0.5251, 0.7216, 0.8757], [0.4211, -1.4434, -1.2148], [0.8192, 0.1713, -1.5890], [-1.2773, -0.3443, -2.4109], [-2.0608, -0.7175, -0.9104], [-1.2143, 1.9344, -1.9217], [-1.1042, 1.6334, -0.1347], [-3.5301, 0.7316, -0.9507], [-3.5096, 2.1331, -1.6625]],
  "forces_ev_per_a": [[-1.9, -0.6, -0.8], [0.9, 0.4, 0.3], [0.7, -1.5, 1.5], [0.0, 1.2, -0.6], [-1.4, -1.2, -0.2], [1.5, 0.8, -0.4], [-1.0, -1.5, -0.7], [-0.6, -0.1, 0.2], [0.5, 0.1, 0.0], [0.3, 0.3, -0.3], [-0.3, 0.3, -0.1], [0.2, 0.6, -0.2], [0.0, -0.1, -0.2], [0.2, -0.2, 0.2], [-0.1, -0.1, -0.1], [0.2, 0.4, 0.5], [-0.4, 0.4, 0.1], [0.0, -0.5, 0.6], [0.2, 0.5, 0.2], [0.3, 0.5, 0.0], [0.1, 0.0, 0.2], [0.6, 0.2, -0.2]],
  "gap_ev": [3.1, 6.9],
  "multiplicity": 2,
  "lumo_ev": [6.75, 6.78],
  "charge": -2
}

=====

Per-record ΔE to the lowest compared entry with this formula, charge and spin, eV: 0.9306, 0.0000, 1.1087, 0.5239